Record 1
{"formula": "C4H9NO2", "method": "wB97M-V/def2-TZVPD", "total_energy_ev": -9879.1963, "e_lumo_ev": 0.62, "smiles": "NC(=O)CCCO", "orbital_gap_ev": 10.05, "e_homo_ev": -9.43, "species": ["N", "C", "O", "C", "C", "C", "O", "H", "H", "H", "H", "H", "H", "H", "H", "H"], "coordinates": [[1.38, 0.48, 0.84], [1.36, -0.85, 0.59], [2.35, -1.56, 0.70], [0.04, -1.45, 0.08], [-1.13, -0.49, -0.24], [-0.80, 0.88, -0.86], [-0.80, 1.86, 0.21], [2.28, 0.88, 1.02], [0.55, 1.07, 0.90], [0.33, -2.03, -0.80], [-0.28, -2.20, 0.81], [-1.81, -1.02, -0.91], [-1.70, -0.28, 0.67], [0.17, 0.84, -1.39], [-1.57, 1.18, -1.56], [-0.38, 2.68, -0.07]]}

***

Record 2
{"formula": "C45H51N3O5SSrTe", "method": "wB97M-V/def2-TZVPD", "total_energy_ev": -81168.0853, "e_lumo_ev": 3.73, "orbital_gap_ev": 3.77, "charge": -2, "e_homo_ev": -0.03, "species": ["Sr", "C", "C", "C", "C", "C", "O", "C", "C", "C", "C", "C", "C", "C", "O", "C", "C", "C", "N", "C", "C", "Te", "C", "C", "C", "C", "C", "C", "C", "C", "C", "C", "C", "C", "H", "H", "H", "H", "H", "H", "H", "H", "H", "H", "H", "H", "H", "H", "H", "H", "H", "H", "H", "H", "H", "H", "H", "H", "N", "C", "C", "O", "O", "H", "H", "H", "H", "C", "C", "C", "C", "C", "C", "C", "C", "N", "H", "H", "H", "H", "H", "H", "H", "H", "H", "C", "C", "C", "S", "O", "C", "C", "C", "H", "H", "H", "H", "H", "H", "H", "H", "H", "H", "H", "H", "H", "H"], "coordinates": [[-1.36, 0.02, 0.73], [5.53, 3.80, 1.00], [4.34, 2.89, 0.86], [4.48, 1.50, 0.80], [3.38, 0.68, 0.71], [3.61, -0.79, 0.68], [4.35, -1.30, -0.14], [2.95, -1.65, 1.71], [2.83, -3.02, 1.50], [2.25, -3.83, 2.46], [1.82, -3.29, 3.66], [1.96, -1.92, 3.89], [2.50, -1.10, 2.91], [2.05, 1.17, 0.60], [1.10, 0.34, 0.46], [1.90, 2.60, 0.63], [3.05, 3.39, 0.79], [0.61, 3.29, 0.42], [-0.44, 2.68, -0.01], [-1.67, 3.42, -0.27], [-1.69, 4.09, -1.64], [-1.43, 2.78, -3.32], [0.61, 2.33, -3.04], [1.60, 3.27, -3.29], [2.94, 2.94, -3.08], [3.28, 1.66, -2.66], [2.30, 0.72, -2.43], [0.96, 1.05, -2.61], [0.62, 4.78, 0.71], [1.14, 5.68, -0.21], [1.14, 7.04, 0.06], [0.62, 7.51, 1.26], [0.11, 6.61, 2.18], [0.11, 5.25, 1.92], [6.46, 3.24, 0.92], [5.54, 4.32, 1.97], [5.53, 4.57, 0.22], [5.47, 1.06, 0.83], [3.18, -3.42, 0.56], [2.12, -4.89, 2.26], [1.36, -3.92, 4.41], [1.62, -1.50, 4.83], [2.59, -0.04, 3.08], [2.93, 4.46, 0.83], [-1.87, 4.17, 0.50], [-2.50, 2.71, -0.21], [-0.94, 4.86, -1.72], [-2.67, 4.55, -1.80], [1.33, 4.26, -3.64], [3.71, 3.68, -3.25], [4.32, 1.41, -2.48], [2.56, -0.27, -2.08], [0.19, 0.33, -2.39], [1.56, 5.31, -1.13], [1.55, 7.74, -0.66], [0.62, 8.57, 1.48], [-0.31, 6.96, 3.12], [-0.33, 4.55, 2.63], [-1.00, -0.21, 3.35], [-0.72, 1.22, 3.49], [-1.90, 2.11, 3.02], [-1.91, 3.26, 3.48], [-2.70, 1.60, 2.19], [-1.72, -0.53, 3.97], [-0.18, -0.79, 3.41], [0.13, 1.46, 2.84], [-0.44, 1.54, 4.50], [-4.73, -2.53, 0.85], [-4.71, -2.66, -0.65], [-5.71, -3.34, -1.30], [-5.83, -3.35, -2.69], [-4.91, -2.58, -3.42], [-3.89, -1.88, -2.81], [-2.97, -1.01, -3.62], [-3.68, -1.92, -1.37], [-2.63, -1.39, -0.78], [-5.66, -2.95, 1.26], [-4.66, -1.48, 1.13], [-3.89, -3.03, 1.34], [-6.46, -3.87, -0.71], [-6.63, -3.89, -3.19], [-5.01, -2.52, -4.50], [-3.31, -0.94, -4.66], [-1.94, -1.38, -3.63], [-2.91, -0.01, -3.18], [-2.81, -6.36, 0.52], [-1.43, -6.15, -0.10], [-0.71, -4.96, 0.51], [-1.54, -3.35, 0.02], [-0.81, -2.48, 1.04], [-0.65, -3.27, -1.58], [0.70, -2.58, -1.45], [1.84, -3.32, -2.14], [-3.32, -7.22, 0.07], [-3.44, -5.48, 0.36], [-2.73, -6.54, 1.59], [-1.55, -6.00, -1.18], [-0.83, -7.06, 0.02], [0.35, -4.92, 0.24], [-0.77, -4.97, 1.60], [-1.33, -2.73, -2.22], [-0.54, -4.30, -1.93], [0.93, -2.44, -0.39], [0.63, -1.57, -1.85], [1.96, -4.33, -1.72], [2.79, -2.79, -2.01], [1.65, -3.43, -3.21]]}

***

Record 3
{"formula": "C6H10N", "method": "wB97M-V/def2-TZVPD", "total_energy_ev": -7862.6251, "e_lumo_ev": -3.93, "orbital_gap_ev": 10.16, "charge": 1, "e_homo_ev": -14.09, "species": ["C", "C", "C", "C", "C", "C", "N", "H", "H", "H", "H", "H", "H", "H", "H", "H", "H"], "coordinates": [[1.69, -0.69, -0.95], [1.42, -1.14, 0.29], [-1.64, 0.21, -1.40], [1.05, 0.21, -0.08], [1.20, 1.46, 0.55], [-1.58, -0.79, 0.85], [-1.08, -0.17, -0.35], [2.35, -0.68, -1.88], [1.74, -1.72, 1.14], [-2.76, 0.04, -1.50], [-1.11, 0.56, -2.29], [1.75, 1.52, 1.41], [0.28, 1.91, 0.96], [1.54, 2.25, -0.17], [-0.93, -1.61, 0.88], [-2.52, -1.14, 0.88], [-1.38, -0.21, 1.65]]}

***

Record 4
{"formula": "C3H11N2", "method": "wB97M-V/def2-TZVPD", "total_energy_ev": -6262.5409, "e_lumo_ev": -3.38, "orbital_gap_ev": 9.57, "charge": 1, "e_homo_ev": -12.95, "species": ["C", "N", "H", "H", "H", "H", "H", "H", "C", "C", "N", "H", "H", "H", "H", "H"], "coordinates": [[1.69, 0.46, -1.57], [1.56, -0.06, -0.17], [2.51, 1.17, -1.62], [1.95, -0.38, -2.20], [0.76, 0.90, -1.91], [1.63, 0.65, 0.55], [2.28, -0.75, 0.03], [0.59, -0.52, -0.11], [-1.82, 0.82, 1.50], [-1.98, -0.08, 0.54], [-1.00, -1.11, 0.38], [-0.96, 0.77, 2.17], [-2.53, 1.54, 1.85], [-2.75, -0.08, -0.22], [-1.18, -1.69, -0.42], [-0.75, -1.64, 1.21]]}

***

Record 5
{"formula": "C28H43Cl2N6PTi", "method": "wB97M-V/def2-TZVPD", "total_energy_ev": -96111.4356, "e_lumo_ev": -6.33, "orbital_gap_ev": 7.07, "charge": 2, "e_homo_ev": -13.39, "species": ["Ti", "C", "C", "C", "C", "C", "C", "C", "C", "H", "H", "H", "H", "H", "C", "N", "C", "C", "N", "C", "H", "H", "H", "H", "H", "H", "N", "P", "N", "C", "C", "C", "C", "C", "N", "C", "C", "C", "C", "C", "N", "C", "C", "C", "C", "C", "H", "H", "H", "H", "H", "H", "H", "H", "H", "H", "H", "H", "H", "H", "H", "H", "H", "H", "H", "H", "H", "H", "H", "H", "H", "H", "H", "H", "H", "H", "Cl", "C", "Cl", "H", "H"], "coordinates": [[0.32, 0.24, 0.85], [-0.08, 1.89, 1.84], [-0.27, 2.97, 2.39], [-0.49, 4.22, 3.04], [0.26, 5.34, 2.68], [0.04, 6.54, 3.33], [-0.92, 6.63, 4.32], [-1.67, 5.52, 4.68], [-1.46, 4.31, 4.04], [1.00, 5.26, 1.90], [0.62, 7.41, 3.05], [-1.09, 7.57, 4.83], [-2.42, 5.60, 5.45], [-2.05, 3.44, 4.30], [5.38, 0.64, 3.13], [4.20, 0.03, 2.51], [3.99, -1.32, 2.34], [2.76, -1.46, 1.77], [2.22, -0.20, 1.59], [3.12, 0.66, 2.05], [6.19, -0.07, 3.08], [5.15, 0.90, 4.16], [5.65, 1.53, 2.56], [4.72, -2.04, 2.65], [2.22, -2.35, 1.51], [3.00, 1.73, 2.07], [-0.67, -1.03, 1.40], [-0.83, -2.48, 2.18], [-2.37, -3.00, 2.31], [-3.04, -3.71, 1.20], [-4.34, -4.36, 1.70], [-4.19, -4.76, 3.16], [-4.06, -3.50, 4.03], [-3.31, -2.40, 3.28], [0.00, -3.56, 1.27], [0.18, -4.93, 1.83], [0.18, -5.98, 0.74], [1.29, -5.74, -0.29], [1.44, -4.23, -0.59], [0.21, -3.45, -0.18], [-0.26, -2.29, 3.70], [-0.44, -3.40, 4.68], [-0.72, -2.84, 6.07], [0.46, -2.01, 6.58], [1.13, -1.26, 5.42], [0.15, -1.01, 4.29], [-2.36, -4.48, 0.84], [-3.25, -3.01, 0.38], [-4.56, -5.22, 1.07], [-5.18, -3.67, 1.59], [-3.31, -5.40, 3.28], [-5.04, -5.36, 3.49], [-3.56, -3.73, 4.97], [-5.05, -3.12, 4.30], [-2.75, -1.76, 3.96], [-4.00, -1.75, 2.73], [-0.63, -5.14, 2.54], [1.12, -4.96, 2.40], [-0.79, -5.98, 0.24], [0.28, -6.96, 1.19], [1.07, -6.29, -1.20], [2.24, -6.13, 0.09], [1.63, -4.06, -1.65], [2.31, -3.82, -0.06], [-0.67, -3.80, -0.73], [0.33, -2.39, -0.43], [0.46, -4.02, 4.70], [-1.27, -4.02, 4.36], [-0.93, -3.67, 6.74], [-1.63, -2.24, 6.03], [1.19, -2.66, 7.07], [0.12, -1.31, 7.34], [1.97, -1.83, 5.02], [1.54, -0.30, 5.76], [0.60, -0.38, 3.53], [-0.73, -0.47, 4.66], [-1.26, 0.84, -1.18], [0.10, 1.13, -2.29], [1.58, 0.47, -1.49], [0.25, 2.20, -2.42], [-0.06, 0.58, -3.21]]}

***

Record 6
{"formula": "C28H31ClN7O7S2Y", "method": "wB97M-V/def2-TZVPD", "total_energy_ev": -89539.0837, "e_lumo_ev": 0.04, "orbital_gap_ev": 8.33, "e_homo_ev": -8.29, "species": ["Y", "O", "Cl", "O", "O", "O", "C", "C", "N", "C", "C", "C", "S", "N", "C", "O", "C", "C", "C", "C", "C", "C", "H", "H", "H", "H", "H", "H", "H", "H", "H", "H", "H", "H", "H", "H", "H", "N", "N", "C", "N", "S", "H", "H", "H", "H", "H", "O", "C", "N", "C", "C", "O", "N", "C", "C", "C", "C", "C", "C", "C", "C", "C", "C", "C", "C", "H", "H", "H", "H", "H", "H", "H", "H", "H", "H", "H"], "coordinates": [[-0.01, 0.46, 1.53], [2.88, 0.80, -0.66], [2.30, -0.39, -0.12], [3.06, -1.56, -0.40], [0.90, -0.54, -0.58], [2.16, -0.23, 1.36], [2.27, -0.83, 6.94], [2.70, -0.56, 5.51], [2.26, -1.61, 4.58], [3.13, -2.79, 4.45], [2.63, -4.00, 5.23], [1.15, -1.50, 3.85], [0.08, -0.16, 4.12], [0.95, -2.56, 3.01], [0.11, -2.56, 2.00], [-0.58, -1.57, 1.57], [-0.01, -3.84, 1.24], [-0.35, -3.81, -0.10], [-0.45, -4.99, -0.83], [-0.24, -6.21, -0.20], [0.10, -6.24, 1.15], [0.22, -5.06, 1.87], [2.55, 0.01, 7.58], [2.75, -1.73, 7.35], [1.19, -0.96, 6.99], [3.79, -0.51, 5.43], [2.29, 0.38, 5.17], [4.12, -2.49, 4.81], [3.23, -3.04, 3.40], [2.50, -3.77, 6.29], [3.34, -4.82, 5.14], [1.67, -4.33, 4.83], [-0.49, -2.85, -0.59], [-0.69, -4.96, -1.88], [-0.32, -7.13, -0.76], [0.26, -7.19, 1.64], [0.50, -5.07, 2.91], [-2.00, 0.33, -0.19], [-3.30, 0.62, 0.23], [-3.53, 1.33, 1.34], [-4.82, 1.64, 1.56], [-2.34, 1.86, 2.42], [-1.73, 0.97, -0.95], [-1.95, -0.63, -0.49], [-4.05, 0.48, -0.43], [-5.56, 1.24, 1.01], [-5.05, 2.09, 2.42], [1.18, 2.52, 2.15], [0.80, 3.00, 1.07], [0.93, 4.28, 0.63], [0.30, 4.45, -0.68], [-0.24, 3.00, -0.89], [-0.91, 2.65, -1.84], [0.12, 2.23, 0.17], [1.34, 4.81, -1.73], [1.79, 6.13, -1.83], [2.80, 6.46, -2.72], [3.38, 5.47, -3.51], [2.94, 4.16, -3.41], [1.92, 3.83, -2.52], [-0.91, 5.38, -0.62], [-1.42, 5.92, -1.80], [-2.57, 6.69, -1.76], [-3.23, 6.93, -0.56], [-2.72, 6.38, 0.61], [-1.57, 5.60, 0.58], [1.47, 4.97, 1.11], [1.33, 6.90, -1.22], [3.14, 7.48, -2.79], [4.17, 5.73, -4.20], [3.39, 3.39, -4.02], [1.60, 2.81, -2.45], [-0.92, 5.73, -2.74], [-2.96, 7.11, -2.69], [-4.12, 7.54, -0.54], [-3.23, 6.55, 1.55], [-1.20, 5.17, 1.50]]}